# 1
DFT (wB97M-V/def2-TZVPD) results for an isolated molecule of C5H8N2O at a distorted geometry.

Last column: natural (NBO) charge in e.
Positions of all 16 atoms, in Å:
C (-1.958, 0.560, -1.040)  -0.330
C (-0.884, 1.051, -0.348)  -0.300
C (0.566, 0.994, -0.716)  0.470
O (1.253, 1.830, -1.289)  -0.557
C (1.028, -0.266, -0.114)  -0.027
N (1.903, -1.056, -0.815)  -0.793
C (-0.025, -0.711, 0.726)  0.004
N (-0.383, -0.369, 2.034)  -0.818
H (-1.844, -0.189, -1.816)  0.196
H (-2.967, 0.833, -0.755)  0.203
H (-1.055, 1.940, 0.264)  0.226
H (2.494, -0.526, -1.452)  0.404
H (2.350, -1.796, -0.290)  0.384
H (-0.228, -1.778, 0.589)  0.179
H (-0.088, 0.565, 2.302)  0.371
H (-0.160, -1.083, 2.721)  0.389

Properties
* electronic energy: -10338.520 eV
* HOMO energy (alpha / beta): -7.06 / -7.02 eV
* SMILES: C=CC(=O)/C(N)=C\N
* relative energy (zero: lowest compared OMol25 entry of this formula, charge and spin): 405.9 kJ/mol

# 2
DFT (wB97M-V/def2-TZVPD) results for an isolated molecule of C5H8N2O at a distorted geometry.

Last column: natural (NBO) charge in e.
Positions of all 16 atoms, in Å:
O (2.132, -0.858, 0.378)  -0.553
C (1.328, -0.100, -0.024)  0.687
C (1.026, 1.342, 0.238)  -0.539
C (-0.352, 1.120, -0.526)  -0.050
C (-1.646, 0.745, 0.341)  -0.435
C (-1.429, -0.718, 0.672)  -0.245
N (-0.882, -1.258, -0.578)  -0.433
N (0.131, -0.279, -0.837)  -0.324
H (1.039, 1.389, 1.352)  0.245
H (1.792, 1.939, -0.230)  0.242
H (-0.560, 1.646, -1.465)  0.217
H (-1.856, 1.337, 1.272)  0.224
H (-2.507, 0.887, -0.386)  0.217
H (-0.534, -0.671, 1.470)  0.163
H (-2.358, -1.194, 0.949)  0.222
H (-0.374, -2.043, -0.284)  0.361

Properties
* electronic energy: -10340.152 eV
* HOMO energy: -8.78 eV
* SMILES: O=C1C[C@@H]2CCNN12
* relative energy (zero: lowest compared OMol25 entry of this formula, charge and spin): 248.3 kJ/mol

# 3
DFT (wB97M-V/def2-TZVPD) results for an isolated molecule of C5H8N2O at a distorted geometry.

Last column: natural (NBO) charge in e.
Positions of all 16 atoms, in Å:
H (0.797, 0.272, -2.860)  0.344
N (1.085, -0.801, -2.661)  -0.677
C (0.829, -0.892, -1.289)  0.417
N (1.147, -1.859, -0.273)  -0.354
O (0.049, -1.884, 0.859)  -0.370
C (-0.009, -0.356, 0.938)  0.052
C (-0.993, 0.757, 1.277)  -0.423
C (-0.354, 1.563, 0.273)  -0.405
C (0.014, 0.185, -0.425)  -0.312
H (1.125, -2.847, -0.871)  0.401
H (0.895, -0.073, 1.631)  0.187
H (-2.059, 0.412, 1.364)  0.245
H (-0.772, 1.122, 2.396)  0.209
H (0.603, 2.087, 0.618)  0.229
H (-1.229, 2.348, 0.035)  0.246
H (-1.129, -0.034, -1.012)  0.212

Properties
* electronic energy: -10334.592 eV
* HOMO energy: -9.46 eV
* SMILES: [H]/N=C1/NO[C@@H]2CC[C@@H]12
* relative energy (zero: lowest compared OMol25 entry of this formula, charge and spin): 784.8 kJ/mol